Record 1
ORCA calculation (ωB97M-V/def2-TZVPD) on a structure of composition C45H44MnN3O4P2SSi.

## Properties
Orbital gap (alpha / beta): 6.921 / 7.941 eV
2S+1: 5
Charge: +2
LUMO (alpha / beta): -6.69 / -5.88 eV

Cartesian coordinates (Å):
Mn 0.0347 -0.4615 -0.6104
C 3.5580 -0.5932 -0.4797
Si 2.1537 -0.4593 -1.7985
C 2.2868 1.1716 -2.7991
C 3.3692 1.4663 -3.6170
C 3.4287 2.6708 -4.2995
C 2.4062 3.5980 -4.1683
C 1.3280 3.3339 -3.3370
C 1.2713 2.1251 -2.6527
P 0.0473 1.7614 -1.3537
C 0.8862 2.4552 0.1127
C 2.1250 3.0830 0.0309
C 2.7344 3.5619 1.1751
C 2.1223 3.4012 2.4093
C 0.8790 2.7903 2.4993
C 0.2630 2.3127 1.3576
C -1.3217 2.9170 -1.6755
C -1.6381 3.9403 -0.7866
C -2.6381 4.8383 -1.1093
C -3.3249 4.7211 -2.3064
C -3.0149 3.6964 -3.1889
C -2.0215 2.7883 -2.8768
C 2.1857 -1.9450 -3.0157
C 3.1907 -2.1767 -3.9430
C 3.1504 -3.2956 -4.7604
C 2.1131 -4.2104 -4.6526
C 1.1021 -4.0044 -3.7289
C 1.1352 -2.8662 -2.9342
P -0.1489 -2.4816 -1.7207
C -0.8933 -4.0921 -1.3501
C -2.0358 -4.5799 -1.9789
C -2.4427 -5.8774 -1.7195
C -1.7181 -6.6785 -0.8502
C -0.5795 -6.1903 -0.2260
C -0.1673 -4.8947 -0.4704
C -1.4382 -1.5544 -2.6403
C -1.2766 -1.0693 -3.9414
C -2.3329 -0.4297 -4.5668
C -3.5420 -0.2535 -3.9064
C -3.7002 -0.7027 -2.6040
C -2.6508 -1.3413 -1.9655
H 4.5110 -0.5698 -0.9984
H 3.5452 0.2510 0.2049
H 3.5161 -1.5229 0.0814
H 4.1767 0.7581 -3.7114
H 4.2785 2.8874 -4.9298
H 2.4618 4.5386 -4.6965
H 0.5497 4.0720 -3.2009
H 2.6020 3.2182 -0.9270
H 3.6894 4.0610 1.0924
H 2.6088 3.7552 3.3055
H 0.3926 2.6855 3.4567
H -0.7231 1.8563 1.4180
H -1.0937 4.0513 0.1395
H -2.8735 5.6347 -0.4219
H -4.0985 5.4299 -2.5521
H -3.5454 3.6110 -4.1240
H -1.7638 1.9927 -3.5645
H 4.0179 -1.4905 -4.0216
H 3.9390 -3.4601 -5.4783
H 2.0941 -5.0852 -5.2834
H 0.2968 -4.7179 -3.6210
H -2.5892 -3.9628 -2.6731
H -3.3218 -6.2694 -2.2077
H -2.0381 -7.6910 -0.6636
H -0.0140 -6.8213 0.4417
H 0.7235 -4.4916 -0.0030
H -0.3396 -1.2158 -4.4599
H -2.2188 -0.0762 -5.5806
H -4.3664 0.2265 -4.4101
H -4.6449 -0.5766 -2.0968
H -2.7920 -1.7688 -0.9754
C 0.3203 2.5756 7.9855
C -0.7720 1.6373 7.5225
S -0.6899 1.5160 5.7237
O -1.1875 2.7113 5.1046
O 0.6162 1.0893 5.2830
C -1.8717 0.1743 5.2314
C -1.1661 -1.1319 4.8907
N -0.3236 -1.0306 3.7128
C -0.7511 -0.9808 2.4385
N 0.2549 -0.7762 1.5894
C 1.3816 -0.6899 2.3514
C 1.0400 -0.8524 3.6672
N 1.9594 -0.9139 4.7657
O 1.5767 -1.4284 5.7880
O 3.0645 -0.5037 4.5373
C -2.1444 -1.2074 1.9854
H 0.2407 2.7471 9.0558
H 0.2325 3.5310 7.4735
H 1.2977 2.1532 7.7682
H -1.7653 2.0218 7.7364
H -0.6487 0.6263 7.9011
H -2.4169 0.6009 4.3938
H -2.5568 0.0270 6.0612
H -1.9030 -1.9185 4.7045
H -0.5281 -1.4250 5.7274
H 2.3579 -0.5209 1.9408
H -2.8814 -0.7564 2.6429
H -2.3439 -2.2810 1.9383
H -2.2583 -0.7775 0.9852

Record 2
ORCA calculation (ωB97M-V/def2-TZVPD) on a structure of composition C45H44N6P2SSbSe4Tl.

## Properties
Orbital gap: 5.175 eV
Charge: -2
ΔE to the lowest compared entry with this formula, charge and spin: 0.0 kcal per mole
LUMO: 3.41 eV

Cartesian coordinates (Å):
Tl 10.0266 -14.5383 11.9577
C 9.8685 -17.4570 16.9479
N 8.9810 -17.8184 15.8045
C 8.5181 -16.9128 14.8482
C 7.4934 -17.5494 14.2427
N 7.3801 -18.7964 14.8345
C 8.2982 -18.9467 15.8164
S 8.3041 -20.2636 16.9924
C 6.6343 -19.8743 14.1737
C 7.2134 -21.1129 13.9259
C 6.5808 -22.0820 13.1554
C 5.2455 -21.6943 12.7325
C 4.7426 -20.4232 13.0089
N 5.4052 -19.5288 13.7178
H 10.2208 -16.4564 16.7987
H 10.7211 -18.1863 16.9470
H 9.1707 -17.4909 17.8190
H 9.0049 -15.9341 14.5810
H 6.8561 -17.2857 13.4000
H 8.2198 -21.2929 14.3108
H 6.9359 -23.1007 12.8970
H 4.7474 -22.3746 12.1049
H 3.7404 -20.2030 12.5978
C 9.4542 -18.5701 10.5671
N 8.2055 -19.0686 10.0740
C 7.0755 -18.5170 10.7214
P 6.9574 -16.5385 10.4984
C 6.6792 -16.4392 8.7155
C 6.1747 -17.4496 7.9115
C 6.1452 -17.3109 6.5157
C 6.8027 -16.2322 5.8811
C 7.4140 -15.2668 6.6949
C 7.2890 -15.3323 8.0808
C 5.2178 -16.3956 11.0914
C 5.0174 -15.4937 12.1374
C 3.7741 -15.1748 12.6404
C 2.6748 -15.7638 12.0168
C 2.8062 -16.6338 10.9343
C 4.1155 -16.9981 10.5360
C 8.0984 -20.1271 9.1878
C 7.0832 -21.0712 9.3124
C 6.9938 -22.1571 8.4514
C 7.9369 -22.3500 7.4327
C 8.9534 -21.3514 7.3178
C 9.0102 -20.2328 8.1332
P 9.9603 -19.6026 12.0405
C 11.5662 -18.8836 12.5327
C 12.2425 -17.8591 11.8352
C 13.4467 -17.3747 12.3949
C 14.0061 -18.0826 13.4332
C 13.3304 -19.0924 14.1216
C 12.0833 -19.4480 13.7147
C 10.5144 -21.0894 11.0884
C 9.7498 -22.2138 11.1197
C 10.1459 -23.3942 10.5228
C 11.3111 -23.4270 9.8094
C 12.1112 -22.2972 9.7482
C 11.6542 -21.0956 10.2980
H 9.4384 -17.5469 10.9341
H 10.1953 -18.5292 9.7666
H 7.2035 -18.7010 11.8033
H 6.1408 -19.0270 10.3600
H 5.8533 -18.4335 8.3126
H 5.8000 -18.1943 6.0232
H 7.0240 -16.3186 4.7910
H 7.9785 -14.5200 6.2141
H 7.8495 -14.6479 8.6919
H 5.8698 -15.1410 12.6541
H 3.5964 -14.4154 13.4360
H 1.7007 -15.4823 12.3636
H 1.8827 -17.0153 10.4851
H 4.2182 -17.6704 9.6736
H 6.4804 -21.0980 10.2041
H 6.3312 -23.0266 8.6366
H 7.9488 -23.2571 6.8086
H 9.6902 -21.4405 6.5160
H 9.8135 -19.5602 7.9280
H 11.8014 -17.3861 10.9796
H 13.9109 -16.5835 11.8409
H 15.0078 -17.7388 13.7442
H 13.8672 -19.6219 14.9382
H 11.4447 -20.2191 14.1432
H 8.7587 -22.1836 11.5016
H 9.4691 -24.2688 10.6032
H 11.6067 -24.3712 9.4180
H 13.0984 -22.2850 9.3309
H 12.3153 -20.2469 10.2168
C 5.8511 -12.4101 11.4329
N 6.3242 -11.9077 12.6962
C 7.4193 -11.1678 12.8231
C 7.4819 -10.8170 14.1744
N 6.4193 -11.3580 14.7860
C 5.7033 -11.9886 13.8938
H 6.3292 -13.2791 11.0911
H 5.9766 -11.6007 10.7395
H 4.7662 -12.5262 11.4410
H 8.1433 -11.0572 12.0223
H 8.2149 -10.2810 14.6922
H 4.7811 -12.5383 14.0791
Se 13.5128 -12.2936 8.2617
Sb 11.2043 -12.9172 8.7678
Se 10.5304 -12.1813 11.0489
Se 9.5063 -12.0343 7.1810
Se 10.9004 -15.4256 9.1949

Record 3
ORCA calculation (ωB97M-V/def2-TZVPD) on a structure of composition C45H45BrCl2IN10O9SSeY.

## Properties
Orbital gap: 6.632 eV
Charge: -2
ΔE to the lowest compared entry with this formula, charge and spin: 64.5 kcal per mole
LUMO: 3.26 eV

Cartesian coordinates (Å):
Y 0.7116 0.6142 -0.0310
O -1.0795 -3.5787 -3.9680
C 0.2833 -3.4670 -4.0089
C 0.9890 -4.0446 -5.0622
C 2.3634 -3.9020 -5.1535
C 3.0469 -3.1686 -4.1943
C 2.3441 -2.5966 -3.1453
C 0.9590 -2.7456 -3.0250
C 0.3304 -2.0811 -1.8347
O 1.0266 -1.1711 -1.3010
N -0.8166 -2.5541 -1.4062
N -1.3164 -1.8350 -0.3332
C -2.1360 -2.5380 0.3524
C -2.9206 -2.0589 1.4967
C -3.8992 -2.9126 2.0167
C -4.6726 -2.4833 3.0791
C -4.4415 -1.2219 3.6039
C -3.4294 -0.4558 3.0378
N -2.6886 -0.8537 2.0151
H -1.3434 -4.1315 -4.7118
H 0.4416 -4.5941 -5.8232
H 2.8932 -4.3583 -5.9816
H 4.1182 -3.0363 -4.2568
H 2.8555 -2.0034 -2.3932
H -2.3064 -3.5743 0.0514
H -4.0414 -3.8922 1.5795
H -5.4424 -3.1259 3.4922
H -5.0116 -0.8392 4.4399
H -3.1886 0.5216 3.4421
N -3.6601 -2.1545 6.7190
C -2.6747 -1.4172 6.0382
C -1.8035 -2.0599 5.1606
C -0.8266 -1.3412 4.4983
C -0.7078 0.0272 4.7099
C -1.5549 0.6707 5.5926
C -2.5367 -0.0502 6.2575
S 0.5694 0.8944 3.8304
O 0.7287 2.1893 4.4329
O 1.7000 0.0031 3.8471
N 0.0190 0.9283 2.3068
C -1.0785 1.6969 2.0535
N -1.6918 2.4386 2.9940
C -2.6850 3.2096 2.5844
C -3.1137 3.2738 1.2705
C -2.4620 2.4247 0.3913
N -1.4980 1.6150 0.7730
H -3.9621 -2.9711 6.2091
H -4.4520 -1.5962 6.9999
H -1.9057 -3.1247 4.9853
H -0.1556 -1.8294 3.8030
H -1.4440 1.7368 5.7309
H -3.2082 0.4510 6.9467
H -3.1679 3.8078 3.3537
H -3.9010 3.9379 0.9468
H -2.7350 2.3853 -0.6578
Cl 0.6055 3.2282 -0.5735
O 2.6534 1.0808 0.5826
Se 3.6003 0.8203 -0.8075
O 4.8199 1.8780 -0.8486
O 2.4702 1.0541 -1.9912
O 4.1097 -0.7235 -0.7839
C 1.8930 1.3136 -5.8441
C 0.6701 0.6318 -6.4779
C 0.3338 -0.6300 -5.6812
C 1.0914 0.1856 -7.8880
C -0.5471 1.6082 -6.5362
O -0.3168 2.6465 -7.5020
C -1.9129 0.9561 -6.8112
C -2.1737 0.3423 -8.2009
C -2.2869 -1.1607 -8.2453
C -1.5955 -1.9181 -9.1834
C -1.7197 -3.2989 -9.2362
C -2.5596 -3.9299 -8.3382
Cl -2.7154 -5.6678 -8.3790
C -3.2713 -3.2047 -7.3966
C -3.1248 -1.8287 -7.3544
C -0.7016 2.4611 -5.2556
N -0.9950 1.7649 -4.0287
C -0.1420 1.5155 -3.0371
N -0.7479 0.8205 -2.0931
C -2.0031 0.6712 -2.5691
N -2.2133 1.2300 -3.7421
H 2.7810 0.7127 -6.0458
H 1.8298 1.3934 -4.7593
H 2.0582 2.3068 -6.2662
H 1.2284 -1.2477 -5.5896
H -0.4335 -1.2322 -6.1733
H -0.0019 -0.4163 -4.6676
H 1.9432 -0.4888 -7.7928
H 1.4188 1.0234 -8.5092
H 0.3094 -0.3680 -8.4078
H -0.1985 2.2301 -8.3606
H -2.6458 1.7488 -6.6562
H -2.1130 0.2249 -6.0288
H -1.4316 0.6609 -8.9365
H -3.1255 0.7437 -8.5619
H -0.9399 -1.4243 -9.8909
H -1.1658 -3.8797 -9.9601
H -3.9204 -3.7120 -6.6964
H -3.6683 -1.2677 -6.6045
H -1.5009 3.1775 -5.4470
H 0.2160 3.0170 -5.0770
H 0.8926 1.8249 -2.9986
H -2.7682 0.1315 -2.0359
Br 2.6149 -4.6701 3.6844
C 3.7069 -3.1135 3.5738
C 4.7946 -3.0588 4.4355
C 5.6313 -1.9561 4.4125
C 5.3768 -0.9166 3.5282
C 4.2900 -0.9760 2.6748
C 3.4434 -2.0785 2.6934
I 1.8609 -2.0979 1.3579
H 4.9741 -3.8801 5.1154
H 6.4772 -1.9124 5.0871
H 6.0193 -0.0470 3.4992
H 4.0773 -0.1645 1.9897

Record 4
ORCA calculation (ωB97M-V/def2-TZVPD) on a structure of composition C45H45InN3O3P2S3Sb.

## Properties
Orbital gap: 7.330 eV
ΔE to the lowest compared entry with this formula, charge and spin: 12.6 kcal per mole
LUMO: 0.09 eV

Cartesian coordinates (Å):
In -2.5823 -0.4209 0.3142
O -0.0399 0.9494 -4.3681
C -0.3877 2.1697 -3.9156
C 0.0179 3.2846 -4.6462
C -0.3397 4.5565 -4.2519
C -1.0887 4.7406 -3.0997
C -1.4656 3.6490 -2.3464
C -1.1382 2.3519 -2.7408
C -1.6673 1.2223 -1.9418
O -2.2272 1.4774 -0.8338
N -1.5739 0.0217 -2.4844
N -2.1563 -0.9692 -1.7768
C -2.4375 -2.0721 -2.3831
C -3.1027 -3.2146 -1.8460
C -3.3521 -4.2821 -2.7286
C -4.0107 -5.4185 -2.3333
C -4.4701 -5.5257 -1.0200
C -4.2463 -4.5058 -0.1312
C -3.5530 -3.3264 -0.4981
O -3.3388 -2.4371 0.4129
H -0.5464 0.2912 -3.8260
H 0.5872 3.1209 -5.5473
H -0.0482 5.4064 -4.8509
H -1.3840 5.7337 -2.7994
H -2.0425 3.7803 -1.4416
H -2.1672 -2.1317 -3.4428
H -3.0155 -4.1952 -3.7538
H -4.1820 -6.2192 -3.0361
H -5.0056 -6.4139 -0.7140
H -4.6011 -4.5659 0.8884
S -4.8940 0.4330 0.9682
C -3.9695 1.6326 1.7121
N -2.6805 1.5300 1.8650
C -2.1205 2.6588 2.3810
C -0.7619 2.9010 2.5642
C -0.3664 4.1148 3.0873
C -1.2964 5.0900 3.4325
C -2.6482 4.8772 3.2352
C -3.0518 3.6651 2.7096
S -4.6641 3.1306 2.3027
H -0.0442 2.1469 2.2719
H 0.6860 4.3180 3.2169
H -0.9626 6.0277 3.8490
H -3.3796 5.6342 3.4641
C -3.3737 -1.8294 3.5734
P -1.8257 -1.6460 2.6235
C -0.7151 -0.8588 3.8591
C -1.2206 -3.3818 2.5865
C 0.0188 -3.5693 1.7245
P -0.3819 -3.4422 -0.0938
C 1.3631 -3.5009 -0.7159
C -0.7645 -5.2222 -0.4098
H -3.2265 -2.4483 4.4588
H -4.1066 -2.2828 2.9101
H -3.7301 -0.8417 3.8665
H -0.7352 -1.3966 4.8059
H -1.0530 0.1656 4.0061
H 0.2980 -0.8354 3.4624
H -2.0492 -3.9895 2.2183
H -1.0034 -3.6605 3.6231
H 0.4859 -4.5387 1.9346
H 0.7412 -2.7792 1.9430
H 1.9446 -4.2470 -0.1798
H 1.8258 -2.5260 -0.5840
H 1.3503 -3.7411 -1.7772
H 0.0274 -5.8607 -0.0218
H -0.8479 -5.3642 -1.4864
H -1.7138 -5.4909 0.0443
S 0.1216 -0.3717 0.6716
Sb 2.0522 0.6325 -0.0749
C 2.2157 2.5512 -0.9966
C 3.2958 2.7641 -1.8362
C 3.4399 3.9892 -2.4607
C 2.5135 4.9929 -2.2292
C 1.4499 4.7780 -1.3709
C 1.2874 3.5467 -0.7574
C 3.0493 0.7959 1.8008
C 3.0380 2.0014 2.4836
C 3.5496 2.0670 3.7694
C 4.0570 0.9256 4.3701
C 4.0423 -0.2847 3.6967
C 3.5328 -0.3496 2.4122
C 3.3188 -0.5190 -1.3825
C 2.8588 -0.7426 -2.6704
C 3.6137 -1.5046 -3.5437
C 4.8245 -2.0397 -3.1299
C 5.2810 -1.8101 -1.8434
C 4.5305 -1.0465 -0.9646
H 4.0203 1.9763 -2.0060
H 4.2744 4.1582 -3.1250
H 2.6230 5.9454 -2.7250
H 0.7375 5.5666 -1.1846
H 0.4381 3.3595 -0.1140
H 2.6230 2.8852 2.0112
H 3.5492 3.0061 4.3033
H 4.4623 0.9824 5.3694
H 4.4250 -1.1753 4.1748
H 3.4950 -1.2949 1.8845
H 1.9123 -0.3184 -2.9871
H 3.2505 -1.6832 -4.5435
H 5.4154 -2.6293 -3.8141
H 6.2225 -2.2291 -1.5192
H 4.8953 -0.8596 0.0375